Density functional theory data (wB97M-V/def2-TZVPD) for a structure of composition C5H8N2 in a non-equilibrium geometry.

Output
- relative energy (zero: lowest compared OMol25 entry of this formula, charge and spin) (eV) = 4.0042
- largest force on an atom (Eh/bohr) = 0.09084
- multiplicity = 3
- ⟨S²⟩ = 2.03
- Kohn-Sham gap (alpha / beta) (eV) = 7.13 / 7.55
- HOMO energy (alpha / beta) (eV) = -6.03 / -9.06
- E_LUMO (alpha / beta) (eV) = 1.1 / -1.5

Last column: Löwdin spin population.
CARTESIAN COORDINATES (ANGSTROEM)
C -1.165 0.214 1.747  0.11
C -0.416 1.250 1.454  0.93
C 0.478 0.199 0.335  0.18
C -0.781 -0.422 0.460  0.57
C -1.713 -0.966 -0.553  0.10
N 2.443 0.506 -0.929  0.00
N 1.038 0.455 -0.996  0.03
H -1.790 0.162 2.567  0.00
H 1.242 -0.205 0.946  0.02
H -2.558 -1.385 -0.177  0.00
H -1.236 -1.769 -1.192  0.02
H -2.044 -0.202 -1.261  0.03
H 2.799 -0.389 -0.585  0.00
H 2.819 1.198 -0.253  0.00
H 0.884 1.356 -1.562  0.00



Density functional theory data (wB97M-V/def2-TZVPD) for a structure of composition C35H30CoN4Se2Si.

Output
- relative energy (zero: lowest compared OMol25 entry of this formula, charge and spin) (eV) = 0.0000
- largest force on an atom (Eh/bohr) = 0.00284
- multiplicity = 2
- ⟨S²⟩ = 0.78
- Kohn-Sham gap (alpha / beta) (eV) = 5.92 / 5.93
- HOMO energy (alpha / beta) (eV) = -6.34 / -6.35
- E_LUMO (alpha / beta) (eV) = -0.4 / -0.4

Last column: Löwdin spin population.
CARTESIAN COORDINATES (ANGSTROEM)
Co -0.008 -0.938 0.720  1.08
Se 3.447 -1.432 1.371  0.00
Se 2.298 -2.634 2.986  0.00
C 1.055 -1.359 3.735  0.00
C 1.151 -1.123 5.100  0.00
C 0.198 -0.316 5.701  0.00
C -0.808 0.226 4.922  0.00
C -0.813 -0.049 3.566  0.00
N 0.102 -0.824 2.981  0.01
C 2.720 -2.253 -0.208  0.00
C 3.613 -2.807 -1.116  0.00
C 3.107 -3.399 -2.259  0.00
C 1.733 -3.461 -2.429  0.00
C 0.922 -2.890 -1.466  0.00
N 1.408 -2.263 -0.390  0.01
H 1.963 -1.557 5.667  0.00
H 0.250 -0.109 6.762  0.00
H -1.570 0.866 5.344  0.00
H -1.569 0.369 2.913  0.00
H 4.675 -2.776 -0.918  0.00
H 3.777 -3.827 -2.994  0.00
H 1.287 -3.933 -3.294  0.00
H -0.156 -2.893 -1.571  0.00
N -1.573 -3.434 1.195  -0.02
C -0.975 -2.454 1.007  -0.03
H -2.067 -4.280 1.365  0.00
C -2.816 3.964 -2.075  0.00
C -1.628 3.331 -2.414  0.00
C -1.342 2.068 -1.912  0.00
C -2.232 1.407 -1.063  -0.01
C -3.425 2.061 -0.739  0.00
C -3.717 3.325 -1.236  0.00
Si -1.938 -0.315 -0.347  -0.04
C -2.446 -1.509 -1.735  -0.01
C -3.351 -2.554 -1.531  0.00
C -3.665 -3.452 -2.543  0.00
C -3.079 -3.322 -3.794  0.00
C -2.188 -2.282 -4.027  0.00
C -1.881 -1.390 -3.009  0.00
H -3.037 4.952 -2.461  0.00
H -0.912 3.823 -3.061  0.00
H -0.393 1.616 -2.168  0.00
H -4.136 1.577 -0.080  0.00
H -4.647 3.810 -0.966  0.00
H -3.066 -0.428 0.643  0.00
H -3.834 -2.656 -0.565  0.00
H -4.378 -4.247 -2.360  0.00
H -3.326 -4.017 -4.587  0.00
H -1.739 -2.162 -5.006  0.00
H -1.185 -0.581 -3.213  0.00
C 0.615 3.415 3.737  0.00
C -0.320 3.432 2.714  0.00
C -0.192 2.573 1.628  0.00
C 0.866 1.670 1.549  0.00
C 1.814 1.680 2.576  0.00
C 1.691 2.537 3.658  0.00
N 0.953 0.752 0.466  -0.01
C 1.808 1.094 -0.547  0.00
C 1.812 0.369 -1.760  0.00
C 2.686 0.662 -2.791  0.00
C 3.605 1.699 -2.682  0.00
C 3.591 2.453 -1.516  0.00
C 2.719 2.173 -0.476  0.00
H 0.518 4.087 4.581  0.00
H -1.153 4.124 2.749  0.00
H -0.916 2.599 0.824  0.00
H 2.654 1.001 2.510  0.00
H 2.438 2.522 4.443  0.00
H 1.067 -0.402 -1.906  0.00
H 2.634 0.076 -3.703  0.00
H 4.289 1.927 -3.488  0.00
H 4.273 3.288 -1.407  0.00
H 2.741 2.802 0.403  0.00



Density functional theory data (wB97M-V/def2-TZVPD) for an isolated molecule of C4H6N2O in a non-equilibrium geometry.

Output
- relative energy (zero: lowest compared OMol25 entry of this formula, charge and spin) (eV) = 1.9494
- largest force on an atom (Eh/bohr) = 0.02089
- multiplicity = 1
- SMILES = [H]/N=C(\C#N)OCC
- Kohn-Sham gap (eV) = 11.52
- HOMO energy (eV) = -11.34
- E_LUMO (eV) = 0.2

Last column: Löwdin charge in e.
CARTESIAN COORDINATES (ANGSTROEM)
C 0.078 1.636 -0.229  -0.06
C -0.481 0.693 0.838  -0.20
O -1.166 -0.455 0.273  -0.05
C -0.306 -1.243 -0.397  -0.49
N -0.250 -1.256 -1.657  0.21
C 0.582 -2.014 0.481  -0.12
N 1.272 -2.594 1.206  0.18
H 0.281 1.104 -1.166  0.06
H -0.617 2.448 -0.458  0.08
H 1.024 2.062 0.124  0.08
H -1.240 1.166 1.465  0.12
H 0.330 0.331 1.485  0.11
H 0.493 -1.878 -1.964  0.08



Density functional theory data (wB97M-V/def2-TZVPD) for a cluster of 2 separate species, C4H12S2 in total in a non-equilibrium geometry.

Output
- relative energy (zero: lowest compared OMol25 entry of this formula, charge and spin) (eV) = 0.5825
- largest force on an atom (Eh/bohr) = 0.02284
- multiplicity = 1
- SMILES = CCS.CSC
- Kohn-Sham gap (eV) = 9.33
- HOMO energy (eV) = -8.50
- E_LUMO (eV) = 0.8

Last column: Löwdin charge in e.
CARTESIAN COORDINATES (ANGSTROEM)
C 2.123 -0.519 0.121  -0.20
C 2.165 -0.637 1.627  -0.62
S 1.960 0.992 2.435  0.66
H 2.913 0.142 -0.248  0.07
H 1.201 -0.090 -0.274  0.05
H 2.269 -1.437 -0.450  0.07
H 1.337 -1.242 2.005  0.05
H 3.007 -1.185 2.042  0.06
H 1.836 1.734 1.310  -0.15
C -2.314 0.034 0.387  -0.40
S -2.595 -0.841 -1.215  0.71
C -1.889 0.445 -2.276  -0.45
H -2.223 1.104 0.226  0.03
H -1.344 -0.297 0.756  0.01
H -3.099 -0.261 1.070  0.02
H -1.734 -0.025 -3.242  0.02
H -2.665 1.199 -2.332  0.02
H -0.950 0.884 -1.943  0.03



Density functional theory data (wB97M-V/def2-TZVPD) for a structure of composition C4H7Cl2OP in a non-equilibrium geometry.

Output
- relative energy (zero: lowest compared OMol25 entry of this formula, charge and spin) (eV) = 3.4059
- largest force on an atom (Eh/bohr) = 0.12112
- multiplicity = 1
- Kohn-Sham gap (eV) = 7.93
- HOMO energy (eV) = -9.05
- E_LUMO (eV) = -1.1

Last column: Löwdin charge in e.
CARTESIAN COORDINATES (ANGSTROEM)
C 0.030 1.968 -0.404  -0.10
C 0.224 0.345 1.527  -0.12
C -0.307 -2.020 -0.399  -1.03
C 0.019 0.542 0.066  -0.44
O 0.324 -0.289 -2.486  -0.37
P 0.540 -0.565 -1.083  0.67
Cl 0.518 -3.756 -0.884  0.36
Cl -1.863 -2.005 -1.252  0.57
H -0.513 2.551 0.359  0.09
H 0.954 2.434 -0.406  0.06
H -0.484 2.017 -1.357  0.08
H 0.630 1.321 1.938  0.11
H -0.625 -0.068 2.013  0.07
H 0.967 -0.445 1.782  0.09
H -0.413 -2.028 0.585  -0.04



Q: Among the records above, which one has the lowest largest force on an atom?
A: C35H30CoN4Se2Si



Q: Which value of multiplicity does entry 3 give?
A: 1